[1]
{"formula": "C18H36N2O3", "method": "wB97M-V/def2-TZVPD", "symbols": ["C", "C", "C", "C", "C", "C", "C", "C", "C", "C", "C", "O", "C", "O", "N", "C", "C", "N", "C", "C", "C", "C", "O", "H", "H", "H", "H", "H", "H", "H", "H", "H", "H", "H", "H", "H", "H", "H", "H", "H", "H", "H", "H", "H", "H", "H", "H", "H", "H", "H", "H", "H", "H", "H", "H", "H", "H", "H", "H"], "positions_angstrom": [[-4.460652, -3.251894, 1.304426], [-4.736155, -1.749521, 0.775660], [-4.705901, -1.658198, -0.823989], [-3.209977, -1.473756, -1.364408], [-2.321370, -2.819215, -1.239604], [-0.909386, -2.469617, -1.974253], [-0.006821, -3.770713, -2.257814], [1.445176, -3.487008, -1.575372], [1.386381, -3.942213, -0.035629], [1.474619, -2.750600, 1.027579], [2.679592, -1.726028, 0.799081], [2.441679, -0.572657, 1.659540], [1.569855, 0.354811, 1.060280], [0.971183, 0.127655, -0.026998], [1.339657, 1.680969, 1.663728], [2.662093, 2.394436, 1.770795], [2.379332, 3.946462, 1.359561], [1.070557, 4.079814, 0.652144], [1.206089, 4.147782, -0.837805], [2.365891, 3.242025, -1.457915], [0.537371, 5.410651, 1.060993], [1.380634, 6.761604, 1.098551], [-0.657424, 5.460108, 1.425386], [-3.352958, -3.343674, 1.582867], [-4.781319, -4.029843, 0.537848], [-5.062716, -3.399819, 2.265766], [-5.801448, -1.455268, 1.095230], [-4.041448, -0.987534, 1.276074], [-5.189417, -2.568557, -1.304391], [-5.287064, -0.711308, -1.135570], [-2.706515, -0.582767, -0.832952], [-3.207393, -1.194788, -2.481766], [-2.028909, -3.018948, -0.144942], [-2.801350, -3.723056, -1.738883], [-0.355502, -1.789456, -1.233211], [-1.085710, -1.833248, -2.910969], [-0.480483, -4.731448, -1.875638], [0.158010, -3.807013, -3.398940], [1.643946, -2.381040, -1.742187], [2.224022, -4.150911, -2.098372], [2.140735, -4.788049, 0.155425], [0.351651, -4.430195, 0.115456], [0.461784, -2.215592, 1.142962], [1.661565, -3.242017, 2.054306], [3.628023, -2.245446, 1.192334], [2.889907, -1.463934, -0.285080], [0.861451, 1.613953, 2.570520], [3.430918, 1.916741, 1.084111], [3.019585, 2.311983, 2.847407], [2.253243, 4.497262, 2.367064], [3.263471, 4.444121, 0.843662], [0.215777, 3.740043, -1.267369], [1.258571, 5.240088, -1.206050], [2.392057, 2.194978, -1.016273], [3.369660, 3.775917, -1.334599], [2.200372, 3.120370, -2.588854], [2.418252, 6.659994, 0.612422], [1.584498, 7.003305, 2.204966], [0.852309, 7.640258, 0.583692]], "atomic_forces_ev_per_a": [[0.108, 1.017, 0.639], [-1.054, -0.592, -0.283], [0.847, 1.269, 0.252], [-0.215, -0.710, -0.255], [1.333, 1.676, -0.460], [-0.553, -0.354, 1.036], [0.961, 1.644, -0.630], [-0.894, -1.462, -0.335], [-0.707, 0.176, -0.097], [0.239, -0.669, 0.552], [0.058, -1.904, 0.304], [-1.050, 1.802, -1.653], [-2.197, -0.278, -2.710], [2.453, 0.144, 3.652], [2.032, -2.315, 0.064], [-0.401, 0.719, 0.166], [0.301, -0.251, 1.640], [1.598, 2.716, -0.038], [-1.021, -0.894, -1.525], [0.107, 0.648, -0.341], [-3.546, 0.175, 1.008], [1.075, -0.232, -0.027], [3.672, 0.050, -1.184], [-1.630, -0.217, -0.547], [0.557, 1.016, 1.015], [0.855, 0.016, -1.315], [1.523, -0.447, -0.382], [-0.821, -1.141, -0.881], [0.533, 1.114, 0.675], [0.719, -1.521, 0.407], [-0.669, -1.492, -0.631], [-0.209, -0.435, 1.584], [-0.773, -0.006, -1.643], [0.400, 1.194, 0.793], [-0.728, -0.875, -1.146], [0.209, -1.114, 1.186], [0.635, 1.222, -0.548], [-0.363, -0.351, 1.725], [0.050, -1.493, 0.332], [-0.966, 1.249, 0.653], [-0.885, 1.498, -0.133], [1.599, 0.682, -0.083], [1.643, -0.615, -0.566], [-0.286, 0.813, -1.434], [-1.347, 1.060, -0.404], [-0.646, 0.024, 1.458], [0.374, -0.046, -0.509], [-1.048, 0.587, 0.858], [-0.032, 0.361, -1.451], [0.242, -0.774, -1.501], [-0.980, -0.806, 0.512], [1.420, 0.677, 0.719], [0.325, -1.529, 0.427], [-0.127, 1.449, -0.453], [-1.233, -0.975, -0.104], [0.125, 0.277, 1.707], [-1.570, 0.010, 0.632], [-0.533, -0.247, -1.679], [0.491, -1.540, 0.948]], "mulliken_charge": [-0.8215, -0.3829, -0.6516, -0.5558, -0.0549, 0.1820, -0.9352, -0.5696, -0.5835, -0.3954, -0.4565, -0.3203, 0.0677, -0.5001, 0.0063, -0.7274, -0.6595, 0.2230, -0.4840, -0.7927, 0.3719, -0.8766, -0.5763, 0.1501, 0.2188, 0.3218, 0.3212, 0.2263, 0.2713, 0.2843, 0.1666, 0.3455, -0.2192, 0.3021, -0.3179, 0.4330, 0.3489, 0.3419, 0.3103, 0.3308, 0.3957, 0.2598, 0.1339, 0.3090, 0.3193, 0.3097, 0.2956, 0.3402, 0.3825, 0.5464, 0.1945, 0.2890, 0.3126, 0.0413, 0.2708, 0.3626, 0.2833, 0.2993, 0.3115], "e_tot_ha": -1042.50686, "smiles": "CCCCCCCCCCCOC(=O)NCCN(CC)C(C)=O"}

=====

[2]
{"formula": "C18H36N6O3PRuSTe", "method": "wB97M-V/def2-TZVPD", "symbols": ["Ru", "C", "C", "N", "N", "C", "N", "S", "C", "C", "C", "C", "C", "N", "H", "H", "H", "H", "H", "H", "H", "H", "H", "H", "C", "N", "C", "C", "C", "N", "C", "C", "H", "H", "H", "H", "H", "H", "H", "H", "H", "H", "H", "H", "H", "H", "H", "H", "C", "C", "O", "P", "O", "Te", "O", "C", "C", "H", "H", "H", "H", "H", "H", "H", "H", "H", "H"], "positions_angstrom": [[0.005808, -0.145487, -1.155966], [3.350051, -2.451124, 1.269501], [2.502175, -1.729666, 0.269546], [1.241704, -1.889231, 0.082622], [0.490271, -2.723011, 0.821358], [-0.838017, -2.824181, 0.578695], [-1.601195, -3.491387, 1.435605], [-1.483848, -2.232214, -0.857896], [3.137206, -0.765730, -0.640025], [4.498085, -0.830644, -0.930570], [5.059182, 0.107154, -1.779582], [4.249243, 1.107439, -2.295674], [2.902402, 1.102418, -1.964348], [2.348997, 0.185068, -1.175906], [2.791426, -2.721055, 2.163284], [4.186224, -1.827544, 1.578302], [3.745450, -3.371177, 0.834188], [0.879860, -3.149422, 1.662324], [-1.268193, -3.823320, 2.327507], [-2.581305, -3.599773, 1.222131], [5.101650, -1.617973, -0.513571], [6.107333, 0.055840, -2.027971], [4.651896, 1.868253, -2.944415], [2.242712, 1.879638, -2.335826], [-1.418024, -1.040866, -3.941466], [-0.404412, -0.048373, -3.574901], [0.811810, -0.311064, -4.344977], [-0.888344, 1.312008, -3.851435], [-2.024561, 1.713063, -2.911088], [-1.643914, 1.542114, -1.503473], [-2.815301, 1.274508, -0.672819], [-0.910400, 2.704434, -0.998407], [-1.746186, -0.897461, -4.977452], [-2.285960, -0.972452, -3.287918], [-0.999888, -2.041227, -3.844977], [0.604164, -0.293039, -5.421408], [1.201371, -1.295414, -4.085110], [1.570729, 0.440689, -4.131890], [-1.245612, 1.394611, -4.888885], [-0.047803, 2.002046, -3.736877], [-2.898561, 1.095258, -3.117314], [-2.302983, 2.755153, -3.106305], [-3.531666, 2.101915, -0.728564], [-2.497701, 1.146449, 0.362279], [-3.309161, 0.359131, -1.002947], [-1.584220, 3.560992, -0.865790], [-0.124800, 2.995900, -1.698416], [-0.459856, 2.467130, -0.026080], [-2.683808, 2.899641, 3.051366], [-1.232876, 2.525672, 3.297750], [-1.111239, 1.113762, 3.502702], [-0.181050, 0.220229, 2.577032], [-0.674133, 0.122123, 1.173386], [2.105860, 1.042937, 2.464480], [-0.312404, -1.217479, 3.247335], [-0.343368, -1.398794, 4.676638], [-1.767884, -1.566090, 5.171126], [-2.758525, 3.976988, 2.930961], [-3.300437, 2.601819, 3.893329], [-3.058339, 2.406785, 2.157686], [-0.854713, 3.018366, 4.197879], [-0.609067, 2.826365, 2.446726], [0.124940, -0.544917, 5.169041], [0.251848, -2.294416, 4.878498], [-2.368232, -0.712399, 4.869189], [-1.770329, -1.630505, 6.255778], [-2.224084, -2.468460, 4.772009]], "atomic_forces_ev_per_a": [[-1.649, -1.076, 2.105], [-0.169, -0.165, -0.051], [-0.376, -0.198, 0.383], [-0.017, 1.513, -1.631], [-0.887, -0.740, 0.873], [1.120, -0.248, 1.156], [0.241, 0.237, -0.562], [-0.038, 1.909, -1.538], [0.275, 0.307, -0.181], [-0.507, 0.054, 0.114], [-0.237, 0.149, -0.082], [0.015, -0.153, 0.192], [0.153, 0.245, -0.134], [-1.100, -0.046, -0.731], [0.007, 0.098, 0.066], [-0.129, 0.025, 0.041], [0.016, -0.068, -0.087], [-0.039, 0.309, -0.209], [0.070, -0.012, -0.018], [0.020, 0.017, 0.091], [0.075, -0.090, 0.109], [0.104, 0.027, -0.031], [-0.027, 0.118, -0.031], [0.062, -0.057, -0.010], [-0.319, -0.422, 0.052], [0.623, -0.259, 1.595], [0.466, -0.132, -0.307], [-0.264, 0.605, 0.351], [0.254, -0.315, -0.759], [1.572, -1.359, 0.114], [-0.449, -0.285, 0.594], [0.369, 0.436, 0.409], [0.088, 0.053, 0.062], [-0.004, 0.028, -0.039], [0.004, 0.038, 0.008], [-0.049, 0.018, 0.082], [-0.019, 0.058, -0.011], [-0.079, -0.045, 0.012], [0.153, -0.093, 0.130], [-0.018, -0.074, -0.042], [-0.005, 0.068, 0.105], [-0.016, -0.101, 0.089], [0.136, 0.022, -0.131], [-0.018, -0.025, -0.149], [0.064, 0.074, -0.013], [0.028, -0.131, -0.069], [-0.042, -0.050, 0.038], [-0.079, 0.017, -0.166], [0.362, -0.237, 0.140], [-0.125, 0.728, -0.134], [-0.207, -0.797, -0.167], [2.690, 1.011, 1.042], [-0.871, -0.586, -2.933], [-0.748, -0.306, 0.204], [-0.396, -0.104, -0.363], [-0.130, -0.075, 0.636], [0.215, 0.075, -0.222], [-0.048, 0.103, -0.038], [-0.110, -0.014, 0.086], [-0.097, 0.002, -0.100], [0.046, -0.111, -0.175], [0.040, -0.005, 0.207], [0.123, -0.061, -0.087], [0.001, 0.188, -0.001], [-0.052, 0.074, 0.046], [-0.013, -0.035, 0.099], [-0.060, -0.135, -0.029]], "mulliken_spin": [1.0552, 0.0006, 0.0149, -0.0010, -0.0029, -0.0026, -0.0009, -0.0015, -0.0042, 0.0040, 0.0012, -0.0003, 0.0011, 0.0349, 0.0000, 0.0002, -0.0003, 0.0001, -0.0010, 0.0014, -0.0006, 0.0001, -0.0002, 0.0008, 0.0026, -0.0405, -0.0029, -0.0070, 0.0213, -0.0726, 0.0036, -0.0252, 0.0002, -0.0009, -0.0012, -0.0025, -0.0008, 0.0007, -0.0012, -0.0012, -0.0003, -0.0032, -0.0013, 0.0049, -0.0038, -0.0006, 0.0015, 0.0169, 0.0001, 0.0006, -0.0002, -0.0002, -0.0116, 0.0278, -0.0026, 0.0002, 0.0000, 0.0000, 0.0000, -0.0001, 0.0002, 0.0008, -0.0004, 0.0000, 0.0000, 0.0000, 0.0000], "s_squared": 0.797, "e_tot_ha": -2363.67756, "multiplicity": 2, "total_charge": 2}